No. 1
The following is a quantum chemistry calculation of a cluster of 2 separate species, C4H6N2S in total at a distorted geometry, from the Open Molecules 2025 dataset.

Last column: natural (NBO) charge in e.
Cartesian coordinates (Å):
H: 1.689 1.176 -0.277  0.189
C: 0.704 -1.283 -1.158  -0.100
S: 2.120 -0.918 -1.785  0.271
H: -1.572 0.791 -0.381  0.182
H: 0.345 1.850 0.902  0.191
H: -1.896 -0.358 0.754  0.207
C: 1.018 0.998 0.711  -0.449
C: -0.406 -2.037 -1.201  0.135
C: -1.200 0.397 0.541  -0.457
H: 1.802 0.913 1.500  0.206
H: -1.367 1.230 1.117  0.204
N: 0.136 -0.099 0.541  -0.391
N: -1.371 -2.659 -1.264  -0.189

Values from the calculation:
Orbital gap (alpha / beta) (eV): 6.4 / 6.5
Total charge: 0
HOMO energy (alpha / beta) (eV): -8.326 / -8.402

---

No. 2
The following is a quantum chemistry calculation of a cluster of 2 separate species, C24H31N2O3S in total at a distorted geometry, from the Open Molecules 2025 dataset.

Last column: natural (NBO) charge in e.
Cartesian coordinates (Å):
H: -2.168 -6.107 -1.216  0.215
H: -0.550 -5.140 0.051  0.217
H: 0.044 -6.293 -1.658  0.226
C: -1.031 -1.960 -0.819  -0.619
C: -2.467 -3.958 -1.255  -0.399
C: -2.005 -5.419 -3.265  -0.405
C: -0.065 -4.901 -4.769  -0.625
C: -0.169 -4.149 -0.193  -0.638
H: 3.108 -0.515 0.815  0.113
C: 3.404 6.149 2.672  -0.186
C: 2.123 6.637 2.753  -0.258
C: -2.618 -5.354 -1.865  -0.414
C: 3.111 1.970 1.280  -0.073
H: 1.397 -5.631 -2.576  0.230
H: -2.058 -6.441 -3.639  0.257
C: 3.022 3.206 0.333  -0.454
O: -0.801 -2.728 -3.376  -0.083
H: -2.152 6.501 4.029  0.215
H: 1.948 7.493 3.402  0.216
H: -3.680 -5.600 -1.928  0.252
H: 3.157 2.346 2.308  0.205
H: -0.282 7.115 2.976  0.377
H: 2.201 3.050 -0.369  0.242
H: -0.154 -3.589 0.739  0.261
C: -1.184 5.485 2.396  0.227
C: -1.212 4.325 1.648  -0.222
C: 2.705 4.439 1.175  -0.006
H: 3.975 3.339 -0.187  0.227
C: 1.099 6.034 2.048  0.231
H: -3.760 4.706 4.427  0.219
H: -2.831 -3.966 -0.229  0.260
C: 0.371 -5.993 -2.650  -0.638
H: -3.113 -3.268 -1.808  0.226
H: 0.958 -4.527 -4.836  0.235
H: -2.074 2.441 1.236  0.218
H: -3.761 2.645 3.041  0.218
S: 0.048 4.193 0.385  0.252
C: 3.714 5.057 1.897  -0.241
H: 4.022 1.382 1.117  0.185
N: -0.400 -3.597 -2.634  0.333
C: 1.423 4.940 1.263  -0.219
H: -2.613 -4.812 -3.945  0.227
C: -1.023 -3.423 -1.267  0.090
H: 0.389 -6.903 -3.247  0.245
H: -0.082 -5.902 -5.193  0.248
H: 0.872 -4.248 -0.501  0.228
C: -2.125 3.327 1.865  -0.203
H: -0.028 -1.539 -0.831  0.254
N: -0.230 6.516 2.158  -0.595
C: -3.066 3.460 2.868  -0.216
H: -1.679 -1.334 -1.433  0.225
C: -0.544 -4.943 -3.314  0.098
C: -3.039 4.611 3.619  -0.196
H: 4.718 4.647 1.817  0.213
O: 1.170 -0.910 1.108  -0.613
H: -0.699 -4.280 -5.403  0.235
H: -1.408 -1.887 0.198  0.254
C: 2.094 -0.121 1.029  0.651
C: -2.128 5.614 3.398  -0.267
H: 4.224 6.617 3.211  0.221
O: 1.900 1.194 1.144  -0.475

Values from the calculation:
Orbital gap (eV): 2.7
Total charge: +1
HOMO energy (eV): -9.441

---

| no. | DFT total energy (Eh) |
| --- | --- |
| 1 | -663.5339 |
| 2 | -1666.2012 |